1.
51
Properties=species:S:1:pos:R:3 method="wB97M-V/def2-TZVPD" e_lumo_ev=0.6 energy_ev=-32305.6978 smiles="CCCOC(=O)C[C@H]1C(=O)NCCN1Cc1cc(OC)cc(OC)c1" orbital_gap_ev=9.0085 total_charge=0 fmax_ha_per_bohr=0.011
O -1.402 -0.648 -1.313
O 2.001 -3.083 -0.070
O 5.544 0.089 -0.194
O -4.033 1.019 -1.225
O -3.549 -0.073 0.678
N 0.200 0.818 -1.855
N 0.139 1.937 0.718
C -5.917 -0.705 0.618
C 2.073 0.353 1.034
C 6.068 1.361 0.094
C 1.158 1.859 -1.561
C 4.249 -0.175 0.145
C 2.814 -4.054 -0.682
C 1.651 -0.932 0.757
C -3.379 0.891 -0.225
C -0.933 1.055 0.306
C -4.471 -1.110 0.344
C -0.721 0.313 -1.013
C 3.813 -1.467 -0.153
C 3.382 0.733 0.734
C 1.121 1.368 1.627
C -2.263 1.833 0.187
C 0.665 2.709 -0.383
C 2.519 -1.850 0.158
C -6.867 -1.862 0.341
H -0.134 3.369 -0.733
H 3.702 1.736 0.970
H -2.195 2.620 -0.563
H 1.693 2.207 2.035
H 2.130 1.408 -1.328
H 7.104 1.336 -0.242
H 6.041 1.575 1.167
H 4.521 -2.135 -0.613
H 5.534 2.150 -0.447
H 0.653 -1.264 0.991
H -4.178 -1.959 0.966
H 1.276 2.491 -2.448
H 0.331 0.298 -2.712
H 1.482 3.334 -0.017
H -4.339 -1.364 -0.712
H 0.565 0.910 2.449
H -6.633 -2.713 0.978
H -1.086 0.297 1.079
H -6.169 0.143 -0.020
H -7.894 -1.561 0.532
H -6.788 -2.177 -0.696
H -2.496 2.274 1.157
H -6.005 -0.388 1.660
H 3.693 -4.283 -0.071
H 2.193 -4.944 -0.770
H 3.137 -3.738 -1.679

=====

2.
47
Properties=species:S:1:pos:R:3 method="wB97M-V/def2-TZVPD" e_lumo_ev=0.6 energy_ev=-32901.8063 smiles="C=CC[C@@](C#N)(CCN1[C@H](C)CCC[C@@H]1C)c1cccs1" orbital_gap_ev=8.4094 total_charge=0 fmax_ha_per_bohr=0.048
S -0.428 3.374 -1.710
N -0.502 -0.556 1.268
N 1.021 -1.512 -3.162
C 3.639 0.768 -1.954
C 2.386 1.554 -2.321
C -2.035 2.528 -3.635
C -0.066 1.805 -2.459
C 0.869 0.623 -0.435
C -1.017 1.483 -3.428
C -0.591 -1.570 4.012
C 1.034 0.877 -1.961
C 0.094 -1.887 1.512
C -2.941 -0.400 1.963
C 0.520 -1.973 3.007
C 1.041 -0.493 -2.625
C -0.491 -0.014 -0.104
C 4.647 0.470 -2.817
C -1.501 0.053 2.188
C -1.053 -0.179 3.657
C -1.809 3.583 -2.771
C -0.820 -3.023 1.067
H -1.848 0.077 4.298
H -2.360 4.521 -2.771
H 1.698 -0.011 -0.110
H -1.563 -3.184 1.854
H 0.770 -3.010 3.219
H -3.019 -1.464 2.190
H -1.243 0.780 -0.221
H 3.738 0.461 -0.913
H -1.484 1.115 2.028
H 1.396 -1.328 3.151
H 5.524 -0.048 -2.442
H -1.400 -2.279 4.005
H -0.258 0.517 3.896
H -0.125 -1.570 5.019
H 0.996 -1.956 0.879
H 0.971 1.519 0.148
H -2.821 2.474 -4.379
H -1.403 -2.749 0.177
H 2.431 1.751 -3.384
H -3.645 0.125 2.626
H 2.405 2.502 -1.820
H -1.061 0.544 -3.963
H 4.519 0.716 -3.881
H -3.228 -0.244 0.942
H -0.226 -3.919 0.945
H -0.758 -0.850 -0.783

=====

3.
54
Properties=species:S:1:pos:R:3 method="wB97M-V/def2-TZVPD" e_lumo_ev=0.4 energy_ev=-36211.4716 smiles="C[N+](=O)[O-].C[N+](=O)[O-].c1cc[nH]c1.c1cc[nH]c1.c1cc[nH]c1.c1cc[nH]c1" orbital_gap_ev=8.3167 total_charge=0 fmax_ha_per_bohr=0.025
O 1.530 0.450 -4.154
O 2.145 1.846 -2.644
O 3.480 0.510 1.374
O 3.402 -1.631 1.211
N -1.111 -0.057 1.993
N 2.005 -5.658 -1.513
N 1.396 1.469 -3.524
N -0.605 5.583 -2.199
N 3.512 -0.520 0.739
N -2.881 -0.885 5.617
C -1.359 -2.017 4.485
C -0.985 4.682 -1.255
C 0.257 2.362 -3.872
C -2.643 -2.274 3.899
C -0.063 0.192 0.059
C 2.513 -5.027 -0.399
C -2.162 4.090 -1.656
C 0.589 -4.033 -1.022
C -3.548 -1.543 4.612
C -0.278 -0.668 1.105
C -2.476 4.648 -2.912
C 1.646 -4.020 -0.078
C -1.547 -1.209 5.558
C -1.525 5.585 -3.220
C 0.835 -5.060 -1.889
C -0.691 1.428 0.407
C -1.401 1.209 1.556
C 3.814 -0.423 -0.725
H 3.746 -1.448 -1.084
H -1.346 6.172 -4.103
H -0.467 -2.546 4.190
H -0.383 4.516 -0.377
H 0.307 5.996 -2.239
H 0.655 0.133 -0.743
H -1.444 -0.415 2.875
H 3.439 -5.398 0.006
H 2.423 -6.436 -1.982
H 1.728 -3.421 0.811
H -0.825 2.256 -0.268
H 4.855 -0.130 -0.805
H -3.322 -0.319 6.315
H -0.299 2.530 -2.955
H -0.301 1.849 -4.647
H -0.868 -0.765 6.267
H -3.328 4.410 -3.528
H 0.045 -1.678 1.286
H 0.320 -5.441 -2.756
H 0.618 3.297 -4.289
H -2.705 3.413 -1.019
H -2.050 1.834 2.146
H -2.845 -2.845 3.011
H -4.620 -1.442 4.564
H -0.244 -3.350 -1.038
H 3.062 0.201 -1.189

=====

4.
50
Properties=species:S:1:pos:R:3 method="wB97M-V/def2-TZVPD" e_lumo_ev=0.8 energy_ev=-31369.6675 smiles="C=Cc1ccc2c(c1)OCCOCCOCCOCCOCCO2" orbital_gap_ev=8.7791 total_charge=0 fmax_ha_per_bohr=0.015
O -1.522 2.986 0.759
O -0.685 -0.458 1.223
O 3.151 -0.618 -0.751
O -0.110 4.794 -1.294
O 1.100 -2.708 1.343
O 1.529 2.129 -1.390
C -0.689 -4.088 0.846
C 1.037 2.944 -2.436
C 0.242 4.608 0.061
C 3.326 0.757 -0.510
C -0.232 -2.793 1.043
C -2.909 -3.309 0.487
C -1.820 -6.860 0.482
C -2.516 -5.735 0.372
C 2.823 1.636 -1.665
C -2.478 -2.012 0.686
C -1.546 0.634 1.002
C 1.845 -1.535 1.102
C -0.716 1.904 1.168
C -1.149 -1.727 0.979
C -0.286 3.611 -2.041
C -2.022 -4.379 0.574
C 1.895 -1.156 -0.393
C -0.956 4.262 0.962
H -0.411 2.025 2.218
H -2.279 -7.820 0.316
H -3.951 -3.489 0.269
H -1.956 0.614 -0.017
H 2.814 1.038 -2.588
H 2.836 1.070 0.418
H 0.047 -4.873 0.914
H 1.771 3.728 -2.674
H -3.567 -5.792 0.113
H -1.769 4.960 0.750
H -0.644 4.373 2.011
H -2.378 0.635 1.717
H -3.197 -1.211 0.628
H -0.918 2.895 -1.508
H 1.084 -0.467 -0.653
H 1.026 3.849 0.156
H -0.797 3.930 -2.952
H 1.483 -0.703 1.712
H 4.405 0.894 -0.406
H 0.883 2.330 -3.336
H -0.776 -6.874 0.743
H 1.792 -2.073 -0.982
H 0.185 1.816 0.547
H 2.860 -1.800 1.416
H 3.508 2.485 -1.813
H 0.640 5.572 0.390

=====

5.
56
Properties=species:S:1:pos:R:3 method="wB97M-V/def2-TZVPD" e_lumo_ev=-13.1 energy_ev=-46152.1623 orbital_gap_ev=1.6142 total_charge=+2 fmax_ha_per_bohr=0.039
Al -1.998 1.704 4.261
O -0.505 -4.930 1.261
O -1.104 0.446 -5.130
O 3.411 4.977 4.266
O 5.273 4.740 5.456
O 0.082 1.150 2.589
O -3.269 0.199 -4.659
O 0.295 -3.026 0.441
O 0.478 -3.767 -3.426
O 2.165 -2.400 -3.837
O -1.460 2.025 1.237
C -1.876 -3.057 1.531
C 2.476 4.188 3.555
C 4.188 2.785 4.497
C 1.541 -0.487 -2.570
C -2.085 0.814 -4.543
C 3.056 2.761 3.471
C 0.361 -1.458 -2.604
C 0.933 -2.677 -3.306
C -2.104 1.852 -3.411
C 2.505 -1.058 -3.587
C 4.407 4.254 4.796
C -1.791 -5.454 1.773
C -3.341 1.445 -2.591
C -0.600 -3.647 0.965
C -4.130 0.590 -3.596
C 0.452 1.039 0.213
C -2.539 -4.212 2.263
C -0.384 1.458 1.477
H -2.506 -4.161 3.350
H -1.244 1.688 -2.772
H -2.273 -5.903 0.912
H -0.527 -1.051 -3.081
H 3.571 -0.829 -3.471
H 4.107 2.181 5.401
H -3.974 2.221 -2.169
H -5.008 1.087 -4.012
H -1.465 -6.054 2.613
H -3.021 0.805 -1.768
H -2.529 -2.581 0.798
H 5.130 2.419 4.080
H -3.603 -4.294 2.041
H 1.535 4.135 4.105
H 1.507 1.250 0.384
H 2.201 4.542 2.562
H 2.258 2.040 3.641
H -4.575 -0.251 -3.062
H -2.183 2.797 -3.948
H 2.360 -0.541 -4.561
H -1.618 -2.223 2.188
H 0.307 -0.040 0.135
H 1.304 0.516 -2.923
H 0.114 1.634 -0.628
H 2.050 -0.424 -1.597
H 0.108 -1.640 -1.560
H 3.535 2.423 2.551